(1)
C9H7NS | wB97M-V/def2-TZVPD

As for the total charge: 0. As for the orbital gap: 8.3 eV. The energy above the lowest of the compared OMol25 structures with the same formula, charge and spin is 1.2616 eV. The value obtained for the HOMO energy is -8.351 eV.

Last column: Mulliken charge in e.
Cartesian coordinates (Å):
S  1.009  -1.196  5.397  -0.366
C  1.224  -0.558  3.995  0.440
N  1.130  0.069  2.985  -0.305
C  -1.252  0.955  -3.171  -0.789
C  -0.898  -0.125  -2.375  -0.333
C  0.228  -1.197  1.053  -0.210
C  0.907  1.098  0.793  -0.466
C  -0.290  -1.248  -0.259  -0.698
C  0.404  1.043  -0.499  -0.475
C  0.765  -0.044  1.655  0.298
C  -0.207  -0.151  -1.043  1.082
H  -1.054  2.020  -2.946  0.242
H  -1.743  0.708  -4.108  0.241
H  -1.187  -1.118  -2.754  0.210
H  0.233  -2.038  1.765  0.293
H  1.380  2.007  1.197  0.369
H  -0.870  -2.141  -0.616  0.257
H  0.221  1.915  -1.069  0.210


(2)
C9H7NS2 | wB97M-V/def2-TZVPD

As for the total charge: 0. As for the orbital gap: 7.6 eV. The energy above the lowest of the compared OMol25 structures with the same formula, charge and spin is 0.7980 eV. The value obtained for the HOMO energy is -8.073 eV.

Last column: Mulliken charge in e.
Cartesian coordinates (Å):
N  -4.013  -1.382  0.362  -0.736
S  -2.249  -3.216  -0.155  -0.131
S  -0.304  -2.657  0.439  -0.155
C  -2.732  -1.598  0.283  0.431
C  -1.817  -0.547  0.299  -0.675
C  -0.521  -0.946  0.273  0.748
C  2.574  1.811  -0.294  -0.458
C  2.744  0.440  -0.693  -0.502
C  1.333  2.329  0.190  -0.460
C  1.793  -0.452  -0.328  -0.441
C  0.326  1.391  0.434  -0.387
C  0.563  0.020  0.186  0.952
H  -4.689  -2.094  0.296  0.229
H  -2.260  0.486  0.207  0.198
H  3.265  2.587  -0.592  0.341
H  3.665  0.082  -1.262  0.297
H  1.151  3.403  0.422  0.350
H  1.841  -1.516  -0.631  0.246
H  -0.670  1.862  0.564  0.152


(3)
C9H8ClNO2 | wB97M-V/def2-TZVPD

As for the total charge: 0. As for the orbital gap: 8.2 eV. The energy above the lowest of the compared OMol25 structures with the same formula, charge and spin is 2.9101 eV. The value obtained for the HOMO energy is -9.225 eV.

Last column: Mulliken charge in e.
Cartesian coordinates (Å):
C  3.486  -0.438  -0.672  -0.442
C  2.713  -1.073  0.289  -0.594
C  2.906  0.506  -1.503  -0.514
C  1.375  -0.762  0.425  -0.470
C  1.565  0.816  -1.372  -0.471
C  0.776  0.194  -0.401  1.061
C  -0.624  0.558  -0.298  -0.219
C  -1.501  0.113  0.610  -0.456
C  -2.907  0.486  0.597  -0.400
N  -3.813  -0.614  0.978  0.969
O  -4.811  -0.733  0.312  -0.574
O  -3.487  -1.318  1.896  -0.513
Cl  -3.310  1.802  2.034  -0.215
H  4.533  -0.679  -0.773  0.379
H  3.157  -1.814  0.936  0.377
H  3.498  1.002  -2.257  0.381
H  0.787  -1.270  1.172  0.278
H  1.126  1.551  -2.030  0.323
H  -0.970  1.260  -1.048  0.269
H  -1.221  -0.572  1.398  0.360
H  -3.278  0.986  -0.292  0.471


(4)
C9H8F2N2 | wB97M-V/def2-TZVPD

As for the total charge: 0. As for the orbital gap: 10.4 eV. The energy above the lowest of the compared OMol25 structures with the same formula, charge and spin is 2.4114 eV. The value obtained for the HOMO energy is -9.721 eV.

Last column: Mulliken charge in e.
Cartesian coordinates (Å):
C  -1.826  0.872  1.206  0.103
C  2.908  0.521  -0.779  -0.492
C  2.626  -0.575  0.066  -0.482
C  1.988  1.492  -0.889  -0.558
C  1.300  -0.764  0.539  -0.636
C  0.652  1.357  -0.513  -0.395
C  0.399  0.175  0.109  0.622
C  -2.141  -0.445  -0.906  0.069
C  -1.591  -0.324  0.472  0.641
N  -2.180  1.826  1.736  -0.530
N  -1.708  -1.555  1.223  -0.684
F  -1.742  0.555  -1.759  -0.242
F  -3.545  -0.560  -0.866  -0.279
H  3.943  0.396  -1.106  0.340
H  3.283  -1.345  0.096  0.438
H  2.410  2.393  -1.290  0.372
H  1.040  -1.473  1.207  0.448
H  -0.173  2.040  -0.739  0.423
H  -1.761  -1.321  -1.417  0.297
H  -1.238  -1.577  2.112  0.279
H  -2.643  -1.690  1.497  0.268


no.,lowest unoccupied orbital energy (eV)
1,-0.07
2,-0.49
3,-0.99
4,0.65